Record 1
70
Properties=species:S:1:pos:R:3:lowdin_charge:R:1 method="wB97M-V/def2-TZVPD" e_lumo_ev=-9.2 homo_lumo_gap_ev=1.54 charge=0 largest_force_ev_per_a=6.03
Tl -15.9667 -24.5011 -15.9149 0.94
As -13.3968 -26.1788 -9.9783 0.90
F -14.9475 -25.4894 -9.3697 -0.31
F -14.1603 -27.7623 -10.1199 -0.29
F -11.8797 -26.8518 -10.6272 -0.31
F -12.4782 -24.5750 -9.7620 -0.34
F -12.9036 -26.5681 -8.2954 -0.30
F -13.8398 -25.7334 -11.6842 -0.33
As -16.3059 -17.9302 -17.4889 0.84
F -14.6440 -17.7573 -17.0497 -0.27
F -16.7826 -17.0315 -15.9913 -0.32
F -18.0329 -18.2089 -17.8584 -0.31
F -15.9476 -18.7020 -19.0447 -0.30
F -16.3615 -19.5410 -16.6463 -0.34
F -16.3790 -16.3965 -18.4135 -0.30
As -14.6846 -27.5777 -21.6605 0.93
F -14.8729 -26.5185 -20.2067 -0.32
F -15.4482 -28.9455 -20.8446 -0.30
F -14.3990 -28.6613 -23.1017 -0.32
F -14.0208 -26.2230 -22.6988 -0.32
F -13.0009 -28.0251 -21.1165 -0.33
F -16.3667 -27.1040 -22.1765 -0.33
C -15.9427 -30.6437 -15.2802 -0.76
O -15.7614 -29.4406 -15.5056 0.12
N -15.7977 -31.5112 -16.1952 0.21
N -16.3206 -31.1700 -14.1725 0.19
H -15.5952 -31.1131 -17.1011 0.15
H -16.2705 -32.3883 -16.0302 0.13
H -16.4947 -32.1443 -13.9712 0.13
H -16.4471 -30.6168 -13.3369 0.14
C -22.0178 -22.9654 -15.7956 -0.72
O -20.8318 -23.2182 -15.5047 0.07
N -23.0954 -23.4469 -15.2515 0.17
N -22.3938 -22.1120 -16.7066 0.18
H -23.0030 -24.2536 -14.6508 0.13
H -23.9978 -23.1070 -15.5518 0.12
H -23.3555 -22.0619 -17.0110 0.13
H -21.5598 -21.6626 -17.0568 0.14
C -11.7050 -22.0216 -19.7464 -0.70
O -12.5918 -22.4220 -19.0285 0.17
N -10.8080 -22.7694 -20.3613 0.21
N -11.5704 -20.8143 -20.1952 0.22
H -10.1701 -22.3277 -21.0079 0.12
H -10.8176 -23.7741 -20.2583 0.14
H -12.2904 -20.1957 -19.8501 0.15
H -10.7809 -20.7013 -20.8149 0.13
C -10.2939 -27.2305 -16.0111 -0.74
O -11.3905 -26.6623 -15.9706 0.15
N -9.6599 -27.6938 -17.0282 0.20
N -9.6289 -27.4366 -14.9412 0.20
H -8.8116 -28.2349 -16.9408 0.13
H -10.2373 -27.7698 -17.8534 0.14
H -10.1429 -27.3974 -14.0727 0.15
H -8.7830 -27.9629 -15.1075 0.13
C -17.0681 -20.8462 -11.2327 -0.77
O -17.0132 -21.6852 -12.0794 0.18
N -16.9973 -21.0130 -9.9464 0.21
N -17.1995 -19.6280 -11.5490 0.24
H -16.6069 -21.9107 -9.6977 0.14
H -16.9662 -20.2737 -9.2590 0.13
H -17.4758 -19.3716 -12.4861 0.16
H -17.0780 -18.9780 -10.7856 0.14
C -20.1411 -28.0914 -18.3766 -0.79
O -19.4912 -27.1436 -17.9977 0.12
N -20.9024 -28.7121 -17.5717 0.20
N -20.2209 -28.3826 -19.6222 0.22
H -21.4577 -29.4617 -17.9586 0.13
H -20.8447 -28.5930 -16.5704 0.14
H -19.6012 -27.8741 -20.2366 0.14
H -20.8424 -29.0759 -20.0137 0.13



Record 2
19
Properties=species:S:1:pos:R:3:lowdin_charge:R:1 method="wB97M-V/def2-TZVPD" e_lumo_ev=6.4 homo_lumo_gap_ev=5.90 relative_energy_ev=0.874 charge=-2 smiles="CO[P@](=O)([O-])[C@@](C)(O)P([O-])O" largest_force_ev_per_a=3.85
C 1.1335 -2.2638 -1.0742 -0.19
O 0.4047 -2.0479 0.1425 -0.37
P -1.0038 -1.0388 0.0348 0.40
O -1.8105 -1.4539 1.1757 -0.39
O -1.5994 -1.2104 -1.3979 -0.45
C 0.0478 0.8706 0.4965 -0.61
C 0.5681 0.7161 1.8832 -0.15
O 1.1258 1.1805 -0.4246 -0.17
P -1.3711 2.1683 0.1842 0.50
O -0.5820 3.4580 0.1072 -0.59
O -1.5502 1.8131 -1.4480 -0.40
H 1.1560 -1.2623 -1.4890 0.06
H 0.7285 -3.0604 -1.6547 0.04
H 2.1630 -2.5893 -0.7202 0.08
H -0.2330 0.5292 2.6571 0.08
H 1.1957 -0.1782 1.8408 0.06
H 0.9350 1.6303 2.1161 0.02
H 0.6016 1.8741 -1.0103 0.09
H -1.9098 0.8647 -1.4191 0.00



Record 3
11
Properties=species:S:1:pos:R:3:lowdin_charge:R:1 method="wB97M-V/def2-TZVPD" e_lumo_ev=1.0 homo_lumo_gap_ev=10.86 relative_energy_ev=1.997 charge=0 smiles="C=C.C=N" largest_force_ev_per_a=1.48
C -2.3880 0.0320 0.2958 -0.08
C -1.9521 -1.1285 -0.2066 -0.08
H -1.9607 0.9249 -0.1430 0.04
H -3.1670 0.0420 1.0450 0.04
H -0.9690 -1.1612 -0.6647 0.04
H -2.5171 -2.0523 -0.1938 0.04
C 2.8492 0.4078 -0.1775 -0.16
N 2.4117 1.3257 0.5660 0.01
H 3.9243 0.2220 -0.1136 0.05
H 2.3682 -0.0381 -1.0560 0.06
H 1.4005 1.4257 0.6484 0.03



These records have total energy values of -10028.91738, -1253.34172, -173.16869 a.u., in the order they appear.